{"formula": "C6H15IOSi", "method": "wB97M-V/def2-TZVPD", "species": ["C", "C", "C", "C", "C", "C", "O", "Si", "I", "H", "H", "H", "H", "H", "H", "H", "H", "H", "H", "H", "H", "H", "H", "H"], "xyz": [[-0.873347, -0.852912, -3.697068], [0.452041, -1.719569, 2.932907], [1.025144, 1.837289, 2.663548], [-0.090266, 0.048530, -2.751065], [-0.525344, -0.126116, -1.297531], [0.232136, 0.820220, -0.371871], [0.316161, -0.995696, 1.745620], [-0.086443, 0.540092, 1.465952], [-2.475177, 0.882578, 2.036159], [-0.579716, -0.666487, -4.725852], [-0.687704, -1.898444, -3.469000], [-1.941037, -0.666891, -3.606868], [0.108724, -1.150453, 3.797764], [1.504667, -1.973816, 3.071392], [-0.132952, -2.636273, 2.853685], [1.871221, 2.208705, 2.100150], [0.418581, 2.672764, 2.988179], [1.382178, 1.293086, 3.530000], [-0.226497, 1.090967, -3.044882], [0.974752, -0.181203, -2.835327], [-1.598157, 0.063089, -1.217992], [-0.344337, -1.158754, -0.991687], [-0.026713, 1.851485, -0.616698], [1.302085, 0.717807, -0.559514]], "atomic_forces_ev_per_a": [[0.157, 0.227, 0.085], [0.062, -0.206, 0.375], [-1.496, -1.607, -1.423], [-0.224, -0.225, 0.072], [0.157, 0.081, -0.156], [-0.399, 0.000, 0.520], [0.104, -0.252, -0.542], [1.447, 2.182, 0.807], [0.221, -0.030, -0.072], [-0.018, -0.067, -0.181], [-0.020, -0.186, 0.000], [-0.139, -0.014, -0.024], [-0.043, -0.013, 0.096], [-0.048, -0.053, 0.073], [0.025, -0.001, 0.088], [0.204, 0.007, -0.200], [-0.182, 0.111, 0.032], [0.047, -0.124, 0.174], [0.057, 0.087, 0.001], [0.061, 0.097, 0.003], [-0.060, -0.085, 0.036], [-0.095, -0.070, 0.006], [0.002, 0.150, 0.029], [0.180, -0.010, 0.200]], "homo_energy_ev": -9.40, "orbital_gap_ha": 0.370, "smiles": "CCCC[Si@@](C)(I)OC", "max_force_ev_per_a": 2.7, "energy_ev": -24493.56859, "spin_multiplicity": 1}

=====

{"formula": "C11H23BO7S", "method": "wB97M-V/def2-TZVPD", "species": ["C", "C", "B", "O", "C", "O", "S", "O", "O", "C", "C", "C", "O", "C", "O", "O", "C", "C", "C", "C", "H", "H", "H", "H", "H", "H", "H", "H", "H", "H", "H", "H", "H", "H", "H", "H", "H", "H", "H", "H", "H", "H", "H"], "xyz": [[-1.911760, 3.719321, 0.820036], [-2.248951, 3.359855, -0.663050], [-2.348006, 1.773524, -0.918399], [-3.627258, 1.173010, -1.065237], [-1.022447, 0.835893, -0.965708], [0.040556, 1.631066, -0.406490], [1.577596, 1.196724, -0.884276], [1.629255, 1.549311, -2.332306], [1.722854, -0.459307, -0.908154], [1.152962, -1.123474, 0.234979], [1.989664, -2.468455, 0.393918], [2.999511, -2.711772, -0.751682], [4.182378, -1.928335, -0.559336], [1.298599, -0.372757, 1.578205], [2.658509, 0.024216, 1.838747], [2.592363, 0.764192, 3.042475], [-0.300869, -1.561087, -0.114136], [-0.385176, -2.377165, -1.453730], [-1.385666, -0.439352, -0.129782], [-1.921613, -0.074997, 1.313425], [-2.520910, 3.170441, 1.557525], [-1.993438, 4.809618, 0.980255], [-0.857647, 3.475282, 1.058412], [-3.219914, 3.842674, -0.891948], [-1.492886, 3.774525, -1.356829], [-4.005894, 1.475167, -1.892537], [-0.844643, 0.537587, -2.020191], [2.566031, -2.432122, 1.335386], [1.297303, -3.325445, 0.457499], [3.332149, -3.767887, -0.655991], [2.579320, -2.614581, -1.763172], [4.318811, -1.461259, -1.381494], [0.626895, 0.486794, 1.724912], [1.042209, -1.104031, 2.375621], [2.779929, 1.689070, 2.838142], [-0.603728, -2.274010, 0.680563], [-0.507242, -3.453474, -1.233280], [-1.244048, -2.062661, -2.069262], [0.521124, -2.283341, -2.071573], [-2.260362, -0.873619, -0.649868], [-3.024311, -0.041836, 1.252218], [-1.497073, 0.862494, 1.700482], [-1.684176, -0.939797, 1.955633]], "atomic_forces_ev_per_a": [[0.889, 0.037, -0.100], [-0.329, -0.415, -0.030], [-0.404, 0.509, 0.030], [1.681, -0.045, -0.221], [-2.242, -0.239, 0.451], [1.076, -1.864, -0.382], [0.544, 1.602, -2.560], [-0.024, -0.957, 2.385], [-1.290, 1.656, 0.365], [0.644, -1.940, 0.428], [0.257, 0.516, -0.554], [0.387, -1.165, 0.861], [-0.594, -0.103, -0.239], [-0.484, -0.228, 0.804], [-0.412, 0.249, -0.938], [-0.142, -0.349, 1.051], [-0.728, 0.160, -0.042], [0.490, -0.144, 0.175], [0.209, 0.253, 0.475], [0.077, -0.780, -0.969], [-0.028, 0.359, -0.383], [-0.240, -0.527, 0.008], [-0.509, 0.001, -0.208], [0.395, -0.293, -0.070], [-0.184, -0.008, 0.455], [-0.586, 0.281, 0.038], [0.288, 0.292, 0.396], [-0.167, -0.044, -0.465], [0.271, 0.350, -0.048], [-0.329, 0.362, -0.105], [0.076, 0.245, 0.423], [0.224, 0.356, -0.103], [0.385, -0.189, -0.357], [-0.159, 0.268, -0.470], [0.091, -0.052, -0.722], [0.161, 0.487, -0.221], [0.005, 0.476, -0.142], [0.354, -0.078, 0.305], [-0.403, 0.109, 0.206], [0.489, 0.222, 0.117], [0.503, 0.384, 0.191], [-0.223, -0.380, 0.038], [-0.019, 0.625, 0.127]], "homo_energy_ev": -9.69, "orbital_gap_ha": 0.370, "max_force_ev_per_a": 3.1, "energy_ev": -37620.65776, "spin_multiplicity": 1}

=====

{"formula": "C19H54FO17V", "method": "wB97M-V/def2-TZVPD", "species": ["V", "F", "C", "C", "C", "O", "C", "C", "C", "O", "O", "O", "H", "H", "C", "O", "H", "H", "H", "H", "C", "O", "H", "H", "H", "H", "C", "O", "H", "H", "H", "H", "C", "O", "H", "H", "H", "H", "C", "O", "H", "H", "H", "H", "C", "O", "H", "H", "H", "H", "C", "O", "H", "H", "H", "H", "C", "O", "H", "H", "H", "H", "C", "O", "H", "H", "H", "H", "C", "O", "H", "H", "H", "H", "C", "O", "H", "H", "H", "H", "C", "O", "H", "H", "H", "H", "C", "O", "H", "H", "H", "H"], "xyz": [[2.817657, -2.397699, 0.552498], [3.989637, -0.654579, 0.944698], [-0.381643, 0.393451, 1.390218], [0.569737, -0.571059, 0.956468], [0.786817, -0.670509, -0.633042], [1.735557, -1.443479, -0.929392], [0.069997, 0.281091, -1.480262], [-0.791583, 1.161661, -0.964122], [-1.017193, 1.219171, 0.528108], [-1.700173, 2.150301, 1.122308], [-1.353853, 1.944291, -1.804662], [1.284587, -1.375239, 1.593358], [-0.388933, 0.476351, 2.467008], [0.280207, 0.081401, -2.520612], [3.626157, -0.035419, -2.961292], [4.979577, 0.285301, -3.202572], [3.505307, -1.118699, -2.964652], [3.271817, 0.423341, -2.038212], [2.992887, 0.363821, -3.753552], [5.468887, 0.220071, -2.379222], [-2.207713, -0.826989, -4.071212], [-2.974483, 0.315981, -3.754052], [-2.287113, -1.367499, -3.128002], [-2.712573, -1.397439, -4.850832], [-1.151803, -0.690279, -4.304612], [-2.589823, 0.759871, -2.994702], [1.695367, -5.248529, 1.001878], [1.400667, -4.005049, 0.393988], [0.946857, -5.967779, 0.669438], [2.644827, -5.688049, 0.696158], [1.693337, -5.150479, 2.087458], [0.446947, -3.945409, 0.301968], [-0.719523, 2.868031, 4.623048], [0.140987, 2.622991, 3.496228], [-1.184373, 3.848231, 4.517148], [-1.542473, 2.153411, 4.635648], [-0.110753, 2.800841, 5.524698], [-0.348013, 2.444281, 2.689658], [2.629417, 2.198171, 1.314558], [3.622197, 1.955421, 0.348488], [2.428407, 1.401081, 2.030328], [2.937527, 3.086001, 1.866758], [1.694627, 2.462841, 0.820368], [3.303707, 2.375281, -0.453932], [-3.005963, 3.747521, -4.614702], [-4.305403, 4.039211, -5.034872], [-2.730103, 2.769501, -5.009022], [-2.266783, 4.460731, -4.979462], [-3.020123, 3.688451, -3.526402], [-4.789203, 3.236951, -5.244452], [0.479087, 2.148191, -4.862322], [0.611687, 2.906441, -3.651712], [0.981227, 1.184411, -4.778222], [-0.532873, 1.797301, -5.064592], [0.891147, 2.610541, -5.759282], [0.001067, 2.546231, -3.004412], [3.098157, -2.588239, 3.737978], [3.267047, -3.250929, 2.464798], [2.051787, -2.570969, 4.042788], [3.612117, -3.226959, 4.456298], [3.418527, -1.555049, 3.872058], [3.877357, -3.951409, 2.706588], [-1.389573, -2.560709, 3.274668], [-0.365483, -3.564319, 3.168748], [-2.226573, -2.858819, 3.906068], [-1.009563, -1.605209, 3.636228], [-1.848773, -2.377709, 2.303208], [-0.786373, -4.386299, 2.906458], [1.435127, 0.067731, 5.284238], [2.134797, 1.264791, 4.997458], [2.057397, -0.595209, 5.885398], [0.599947, 0.343971, 5.927878], [1.045387, -0.423279, 4.392558], [1.521847, 1.717491, 4.413558], [1.261787, -2.598779, -4.315652], [1.161437, -2.821869, -5.732602], [0.359197, -2.974499, -3.833722], [2.163327, -3.085099, -3.943072], [1.444827, -1.543379, -4.113862], [1.048077, -3.758699, -5.908952], [-3.833083, -0.019739, 3.248628], [-4.076083, 1.267731, 2.692298], [-3.650623, -0.695359, 2.412948], [-2.945373, 0.027311, 3.879388], [-4.672603, -0.430359, 3.809608], [-3.274443, 1.523641, 2.230238], [-4.414863, 2.188231, -0.802182], [-4.002493, 3.434031, -0.254542], [-4.243753, 2.152711, -1.878082], [-3.945853, 1.346501, -0.292652], [-5.481123, 2.003111, -0.672072], [-3.206933, 3.231661, 0.243188]], "atomic_forces_ev_per_a": [[0.611, 2.821, 1.442], [-1.046, -2.495, -0.569], [2.972, -3.595, 0.980], [0.201, -0.710, -2.419], [1.633, 0.109, 2.727], [-2.173, 1.299, -1.117], [3.581, -4.857, -0.536], [-3.108, 3.641, -1.179], [-2.416, 4.046, 1.775], [0.878, -1.580, -2.431], [0.382, -0.939, 2.231], [-0.928, 0.797, -0.009], [-0.598, 0.437, 0.046], [-0.344, 0.771, -0.388], [0.061, 0.102, 0.044], [0.078, 0.255, -0.373], [-0.218, -0.102, 0.307], [0.009, -0.289, 0.252], [0.271, 0.111, -0.282], [-0.090, 0.010, 0.145], [-0.705, -0.384, 1.450], [-0.115, 0.719, -1.097], [0.549, -1.105, -0.157], [0.117, 0.203, -0.026], [0.019, 0.418, -0.300], [0.120, 0.221, 0.027], [-0.496, -1.091, 0.408], [0.565, -0.200, -0.532], [-0.070, -0.127, 0.241], [0.175, 0.577, -0.267], [-0.130, -0.041, -0.046], [0.045, 0.405, 0.051], [-0.278, 0.094, -1.022], [0.558, -0.130, 0.768], [0.163, 0.153, 0.246], [0.031, -0.243, 0.237], [-0.113, 0.045, -0.106], [-0.571, 0.348, -0.012], [-0.194, 1.142, 0.176], [-0.029, -0.478, -0.456], [0.511, -0.365, -0.301], [-0.221, 0.030, 0.435], [-0.348, -0.019, 0.052], [0.270, 0.060, -0.101], [0.200, -1.119, 0.270], [-0.978, 0.850, -0.701], [0.340, -0.110, 0.133], [-0.290, 0.264, 0.089], [0.526, 0.124, 0.151], [0.217, -0.009, 0.111], [-0.151, -1.029, 0.580], [0.364, -0.041, -1.200], [0.657, -0.165, 0.148], [-0.465, 0.686, -0.013], [-0.064, 0.558, 0.450], [-0.371, 0.033, -0.070], [-0.715, -0.061, 1.412], [0.454, 0.226, 0.420], [-0.142, -0.321, -0.466], [0.080, 0.277, 0.211], [0.569, -0.107, -0.999], [0.113, -0.067, -0.684], [-0.448, -0.281, -0.495], [-0.138, 0.590, 0.179], [0.185, -0.172, 0.374], [0.429, -0.369, 0.060], [0.132, 0.143, -0.270], [-0.150, -0.042, 0.139], [-0.164, 0.654, 0.819], [0.206, -0.733, -0.078], [0.172, -0.084, -0.292], [-0.440, -0.337, 0.100], [0.165, -0.214, -0.137], [0.080, 0.727, -0.504], [0.398, -0.555, -0.857], [0.004, 0.671, 0.348], [0.061, 0.170, 0.374], [-0.092, -0.307, 0.302], [-0.440, 0.053, -0.317], [0.023, -0.031, 0.173], [0.436, 0.350, -0.828], [-0.682, -0.333, 0.670], [0.153, -0.469, 0.056], [0.059, -0.277, 0.285], [-0.118, 0.542, 0.002], [0.209, 0.262, -0.186], [-0.335, 0.102, 0.024], [-0.405, -0.551, -0.160], [0.297, -0.073, -0.094], [0.313, -0.094, -0.114], [-0.187, 0.416, 0.188], [0.321, 0.193, 0.087]], "homo_energy_ev": [-8.71, -9.45], "orbital_gap_ha": [0.234, 0.186], "max_force_ev_per_a": 6.1, "energy_ev": -83783.00659, "spin_multiplicity": 5, "s2": 6.0533}

=====

{"formula": "C18H36N2O2", "method": "wB97M-V/def2-TZVPD", "species": ["C", "C", "C", "C", "C", "C", "C", "H", "H", "C", "C", "H", "H", "C", "C", "O", "N", "H", "N", "H", "H", "C", "H", "H", "C", "C", "C", "C", "C", "C", "H", "H", "H", "H", "H", "H", "H", "H", "H", "H", "H", "H", "O", "H", "H", "H", "H", "H", "H", "H", "H", "H", "H", "H", "H", "H", "H", "H"], "xyz": [[-5.474610, -2.928276, -0.562434], [-5.723679, -1.427166, -0.480175], [-4.635575, -0.712691, 0.318225], [-4.878571, 0.793345, 0.386763], [-3.901183, 1.529017, 1.305141], [-2.429792, 1.417809, 0.900528], [-2.152433, 2.010957, -0.480374], [-2.597421, 3.007353, -0.530744], [-2.614075, 1.394063, -1.252144], [-0.657161, 2.153680, -0.819262], [0.062865, 0.798101, -0.825009], [-0.416027, 0.149178, -1.559172], [-0.016386, 0.341278, 0.161916], [1.546578, 0.961768, -1.159538], [2.254906, 1.607394, 0.020670], [2.020604, 1.343408, 1.188966], [3.229320, 2.473818, -0.317021], [3.452336, 2.700347, -1.273290], [4.047511, 3.097601, 0.646822], [4.028774, 2.494011, 1.470413], [3.625445, 3.986737, 0.924650], [2.244913, -0.368251, -1.499086], [1.763295, -0.792809, -2.383297], [3.277643, -0.136075, -1.772748], [2.247266, -1.405363, -0.362241], [3.614604, -2.085270, -0.248957], [3.630986, -3.085199, 0.903325], [2.547248, -4.141166, 0.714164], [1.181186, -3.475108, 0.591368], [1.175070, -2.478479, -0.564143], [0.189454, -2.017551, -0.642660], [1.371420, -3.010675, -1.499167], [0.950218, -2.950151, 1.521068], [0.409372, -4.231821, 0.432806], [2.550809, -4.835532, 1.557077], [2.753741, -4.714601, -0.192877], [3.457047, -2.552695, 1.841070], [4.611347, -3.562767, 0.965850], [4.387852, -1.330525, -0.086342], [3.840769, -2.603396, -1.184914], [2.052232, -0.894474, 0.584607], [1.641029, 1.623187, -2.028084], [-0.011725, 3.086305, 0.018287], [0.082911, 2.688702, 0.893476], [-0.581929, 2.598098, -1.821146], [-1.839217, 1.954577, 1.647509], [-2.127704, 0.370654, 0.928650], [-4.179568, 2.585608, 1.331358], [-4.009843, 1.135055, 2.318918], [-5.890807, 0.967160, 0.761416], [-4.829976, 1.215132, -0.618719], [-4.606314, -1.120456, 1.331608], [-3.669538, -0.912012, -0.149132], [-5.762627, -1.009804, -1.489333], [-6.693757, -1.246101, -0.011425], [-5.451051, -3.365685, 0.433416], [-6.260718, -3.417242, -1.133241], [-4.521752, -3.131606, -1.046827]], "atomic_forces_ev_per_a": [[-0.148, 0.209, -0.062], [0.274, -0.174, 0.133], [-0.377, 0.269, -0.235], [0.215, -0.104, 0.261], [0.028, -0.053, -0.115], [-0.175, 0.148, -0.156], [0.396, 0.018, 0.138], [-0.055, 0.025, -0.077], [-0.092, -0.011, -0.102], [-0.505, -0.419, -0.310], [0.178, 0.521, -0.076], [-0.036, -0.084, -0.007], [-0.059, -0.127, -0.001], [-0.172, -0.222, 0.116], [0.103, 0.285, -0.471], [-0.128, -0.127, 0.396], [0.358, 0.434, 0.042], [-0.065, -0.198, 0.146], [-0.037, -0.008, 0.092], [-0.007, 0.135, -0.224], [-0.063, -0.338, -0.057], [-0.004, 0.083, 0.219], [0.027, 0.001, -0.080], [0.022, -0.030, -0.076], [0.102, -0.125, -0.367], [-0.119, 0.113, 0.374], [0.107, -0.183, -0.276], [-0.057, 0.149, 0.290], [0.018, -0.198, -0.274], [-0.046, 0.124, 0.370], [-0.061, 0.027, -0.102], [-0.019, 0.002, -0.115], [-0.066, 0.009, 0.073], [-0.051, 0.021, 0.075], [0.017, -0.076, -0.045], [0.015, -0.082, -0.037], [0.036, 0.023, 0.081], [0.023, 0.028, 0.086], [0.040, 0.041, -0.095], [0.060, 0.005, -0.111], [-0.007, -0.027, 0.005], [0.005, 0.023, 0.029], [0.038, 0.238, 0.314], [0.112, 0.034, -0.013], [-0.006, -0.116, 0.077], [0.066, -0.069, 0.046], [0.097, -0.041, 0.067], [0.016, 0.043, 0.092], [-0.057, 0.054, 0.055], [-0.049, 0.025, -0.077], [-0.081, 0.032, -0.077], [0.087, -0.057, 0.067], [0.122, -0.074, 0.033], [-0.069, 0.065, -0.012], [-0.044, 0.075, -0.039], [0.019, -0.100, 0.089], [-0.029, -0.137, -0.040], [0.100, -0.077, -0.042]], "homo_energy_ev": -9.28, "orbital_gap_ha": 0.370, "smiles": "CCCCCCC[C@@H](O)C[C@H](CC1CCCCC1)C(=O)NN", "max_force_ev_per_a": 0.7, "energy_ev": -26326.21529, "spin_multiplicity": 1}